Record 1
A structure of composition C23H34LaNO2P2S, computed with wB97M-V/def2-TZVPD.

Geometry (Å):
C  0.723  1.192  -3.840
C  0.990  0.604  -2.571
N  -0.062  0.343  -1.694
C  -1.321  0.555  -2.134
C  -1.615  1.029  -3.411
C  -0.573  1.385  -4.266
C  2.333  0.306  -2.249
P  2.936  -0.573  -0.834
La  0.364  -0.708  0.739
P  -2.161  0.843  0.537
C  -2.489  0.278  -1.191
C  1.989  0.297  2.326
C  2.089  -1.113  2.755
C  0.955  -1.762  3.225
C  -0.256  -1.066  3.433
C  -0.324  0.329  3.212
C  0.779  1.035  2.740
O  4.600  3.688  -1.874
O  0.802  4.934  -0.195
H  1.584  1.448  -4.457
H  -2.661  1.137  -3.689
H  -0.788  1.800  -5.248
C  3.601  -2.157  -1.475
C  4.416  0.384  -0.324
H  -3.379  0.827  -1.532
H  -2.726  -0.800  -1.188
H  5.286  4.329  -1.932
H  3.079  0.788  -2.897
C  -3.798  0.547  1.274
C  -2.143  2.656  0.307
H  3.030  -1.638  2.579
H  0.987  -2.836  3.432
H  -1.131  -1.597  3.810
H  -1.270  0.844  3.399
H  0.755  2.109  2.551
H  2.027  0.286  1.187
H  1.555  4.805  0.406
H  0.459  5.777  0.028
H  3.777  4.204  -1.855
H  2.890  0.844  2.119
H  4.693  -2.172  -1.357
H  3.149  -2.989  -0.916
H  3.335  -2.250  -2.537
H  5.312  -0.221  -0.522
H  4.474  1.337  -0.872
H  4.355  0.593  0.754
H  -2.908  2.955  -0.426
H  -2.349  3.139  1.273
H  -1.155  2.996  -0.039
H  -4.590  1.003  0.663
H  -3.979  -0.532  1.361
H  -3.810  0.983  2.281
S  -0.041  -3.163  -0.813
C  -1.497  -3.376  0.055
C  -1.484  -3.512  1.468
C  -2.664  -3.366  2.188
C  -3.886  -3.245  1.516
C  -3.922  -3.295  0.116
C  -2.745  -3.365  -0.617
H  -0.528  -3.700  1.967
H  -2.631  -3.361  3.279
H  -4.811  -3.151  2.088
H  -4.881  -3.279  -0.405
H  -2.750  -3.380  -1.707

* orbital gap: 5.75 eV
* highest occupied orbital energy: -5.943 eV
* energy above the lowest of the compared OMol25 structures with the same formula, charge and spin: 0.000 eV
* electronic energy: -60259.287 eV
* LUMO: -0.195 eV

What are the natural (NBO) partial charges on each atom? They are as follows, in elementary charge units: -0.276, 0.235, -0.670, 0.259, -0.363, -0.151, -0.809, 0.780, 1.643, 0.806, -0.730, -0.495, -0.401, -0.141, -0.520, -0.178, -0.386, -0.938, -0.935, 0.212, 0.206, 0.211, -0.936, -0.931, 0.230, 0.267, 0.467, 0.220, -0.936, -0.937, 0.248, 0.232, 0.242, 0.232, 0.234, 0.086, 0.469, 0.469, 0.475, 0.251, 0.219, 0.243, 0.255, 0.231, 0.269, 0.208, 0.235, 0.234, 0.269, 0.230, 0.263, 0.233, -0.317, -0.181, -0.301, -0.141, -0.296, -0.206, -0.257, 0.222, 0.199, 0.212, 0.214, 0.229

Record 2
A cluster of 4 separate species, C18H31BN3O5 in total, computed with wB97M-V/def2-TZVPD.

Geometry (Å):
O  -1.110  1.026  4.586
C  -1.403  1.543  3.531
C  -0.867  1.181  2.197
B  -0.742  -0.459  1.881
C  0.807  -1.014  2.047
C  1.655  -0.622  0.891
O  2.606  -1.244  0.470
O  1.273  0.522  0.213
O  -1.697  -1.272  2.665
C  -2.825  -1.318  1.828
C  -2.182  -1.733  0.511
O  -1.112  -0.770  0.436
H  -2.112  2.405  3.555
H  0.118  1.655  2.148
H  -1.487  1.673  1.440
H  0.772  -2.106  1.961
H  1.289  -0.801  3.003
H  0.550  0.246  -0.370
H  -3.190  -0.305  1.607
H  -3.603  -1.994  2.180
H  -2.766  -1.580  -0.400
H  -1.691  -2.704  0.566
C  3.282  4.116  -1.282
C  4.561  3.403  -0.860
C  4.291  2.205  0.055
C  3.617  2.605  1.285
N  3.061  2.908  2.242
H  2.756  4.525  -0.419
H  3.506  4.943  -1.958
H  2.605  3.432  -1.796
H  5.224  4.108  -0.351
H  5.093  3.048  -1.745
H  5.222  1.704  0.325
H  3.651  1.471  -0.442
C  2.212  -4.471  0.935
C  2.364  -4.634  -0.573
C  1.346  -3.798  -1.357
C  -0.029  -4.184  -1.043
N  -1.104  -4.418  -0.712
H  1.235  -4.820  1.273
H  2.972  -5.050  1.461
H  2.318  -3.424  1.224
H  2.259  -5.687  -0.848
H  3.366  -4.322  -0.875
H  1.493  -3.911  -2.432
H  1.463  -2.741  -1.106
C  -4.206  2.859  -3.096
C  -3.494  1.544  -2.801
C  -4.314  0.608  -1.907
C  -4.588  1.215  -0.609
N  -4.795  1.712  0.404
H  -4.384  3.423  -2.179
H  -3.603  3.484  -3.757
H  -5.169  2.686  -3.582
H  -2.536  1.743  -2.320
H  -3.280  1.025  -3.738
H  -3.771  -0.321  -1.734
H  -5.267  0.360  -2.379

* orbital gap: 7.37 eV
* highest occupied orbital energy: -4.707 eV
* total charge: -1
* electronic energy: -34555.599 eV
* LUMO: 2.658 eV

What are the natural (NBO) partial charges on each atom? They are as follows, in elementary charge units: -0.573, 0.472, -0.822, 0.855, -0.826, 0.858, -0.641, -0.775, -0.718, -0.094, -0.080, -0.804, 0.068, 0.255, 0.207, 0.225, 0.250, 0.517, 0.157, 0.166, 0.137, 0.184, -0.613, -0.374, -0.523, 0.296, -0.337, 0.221, 0.202, 0.210, 0.198, 0.199, 0.241, 0.275, -0.629, -0.372, -0.521, 0.308, -0.360, 0.211, 0.201, 0.249, 0.191, 0.206, 0.232, 0.276, -0.612, -0.379, -0.513, 0.293, -0.333, 0.219, 0.209, 0.195, 0.220, 0.201, 0.264, 0.231

Record 3
A cluster of 5 separate species, C45H70F32NO5PSi in total, computed with wB97M-V/def2-TZVPD.

Geometry (Å):
C  7.387  -0.160  1.054
C  8.558  -0.037  0.070
C  8.140  -0.055  -1.400
C  8.040  -1.480  -1.959
C  7.223  -1.567  -3.274
C  6.170  -2.672  -3.201
C  5.098  -2.532  -4.296
C  4.061  -1.473  -3.858
C  2.967  -1.351  -4.927
C  2.403  0.068  -5.125
Si  1.594  0.909  -3.621
C  1.614  -0.092  -2.015
C  0.845  -1.434  -1.987
C  1.457  -2.318  -0.885
C  0.622  -3.594  -0.673
C  -0.502  -3.367  0.367
C  -0.737  -4.641  1.179
C  -0.110  1.562  -4.144
C  -1.331  1.006  -3.406
N  -1.617  1.752  -2.146
C  -2.985  2.338  -2.263
C  -3.496  2.906  -0.930
C  -1.702  0.830  -1.041
C  -0.928  1.206  0.206
O  -2.350  -0.150  -1.045
P  2.813  2.760  -3.251
C  1.864  3.823  -2.028
C  4.414  2.322  -2.416
C  4.293  1.858  -0.933
H  6.519  0.344  0.647
H  7.114  -1.193  1.238
H  7.653  0.330  1.983
H  9.297  -0.806  0.282
H  9.061  0.907  0.269
H  8.880  0.496  -1.974
H  7.156  0.398  -1.510
H  9.050  -1.832  -2.146
H  7.606  -2.126  -1.198
H  7.942  -1.790  -4.055
H  6.781  -0.591  -3.463
H  5.735  -2.692  -2.206
H  6.691  -3.610  -3.389
H  4.612  -3.479  -4.497
H  5.589  -2.121  -5.176
H  4.611  -0.544  -3.749
H  3.631  -1.848  -2.935
H  2.197  -2.105  -4.804
H  3.457  -1.614  -5.866
H  1.645  0.025  -5.905
H  3.205  0.708  -5.484
H  2.622  -0.299  -1.675
H  1.156  0.539  -1.252
H  0.887  -2.002  -2.916
H  -0.198  -1.330  -1.706
H  2.515  -2.509  -1.052
H  1.396  -1.739  0.038
H  1.250  -4.414  -0.340
H  0.138  -3.813  -1.620
H  -0.321  -2.510  1.008
H  -1.414  -3.194  -0.201
H  0.199  -5.056  1.532
H  -1.205  -5.395  0.553
H  -1.423  -4.456  2.002
H  -0.208  1.406  -5.215
H  -0.121  2.641  -4.004
H  -1.306  -0.068  -3.253
H  -2.185  1.185  -4.055
H  -3.040  3.062  -3.064
H  -3.645  1.495  -2.481
H  -4.297  3.595  -1.178
H  -3.975  2.124  -0.353
H  -2.714  3.396  -0.362
H  -0.290  2.061  0.021
H  -0.366  0.372  0.604
H  -1.692  1.562  0.907
H  0.910  3.380  -1.766
H  2.493  3.966  -1.155
H  1.732  4.787  -2.498
H  4.991  3.243  -2.390
H  5.007  1.622  -2.994
H  4.943  2.412  -0.269
H  4.565  0.805  -0.905
H  3.258  1.887  -0.617
F  -3.006  5.177  -6.682
C  -3.978  6.108  -6.817
F  -4.312  6.168  -8.129
C  -3.497  7.481  -6.354
F  -2.484  7.914  -7.135
F  -4.532  8.349  -6.539
C  -3.086  7.586  -4.880
O  -1.705  7.482  -4.608
C  -1.160  6.226  -4.485
F  -2.125  5.280  -4.458
F  -0.535  6.183  -3.288
C  -0.126  5.952  -5.575
F  -0.685  6.051  -6.800
F  0.354  4.696  -5.438
H  -4.861  5.793  -6.252
H  -3.347  8.596  -4.569
H  -3.676  6.926  -4.244
H  0.702  6.662  -5.512
F  -1.806  2.966  6.071
C  -1.372  3.569  4.941
F  -0.855  4.771  5.290
C  -2.514  3.780  3.947
F  -3.437  4.621  4.459
F  -1.983  4.403  2.856
C  -3.210  2.511  3.435
O  -4.420  2.150  4.075
C  -4.352  1.410  5.231
F  -3.091  0.971  5.440
F  -5.115  0.313  5.032
C  -4.906  2.170  6.435
F  -4.218  3.312  6.634
F  -4.779  1.408  7.546
H  -0.573  2.967  4.496
H  -3.509  2.726  2.410
H  -2.523  1.667  3.359
H  -5.959  2.414  6.282
F  0.784  -1.305  8.404
C  -0.477  -1.304  8.893
F  -0.420  -1.726  10.179
C  -1.380  -2.241  8.094
F  -0.958  -3.520  8.210
F  -2.616  -2.187  8.664
C  -1.561  -1.897  6.610
O  -0.747  -2.604  5.693
C  0.522  -2.137  5.450
F  0.706  -0.924  6.011
F  0.630  -1.971  4.110
C  1.587  -3.137  5.894
F  1.479  -3.390  7.214
F  2.817  -2.619  5.669
H  -0.868  -0.283  8.883
H  -2.575  -2.201  6.354
H  -1.531  -0.823  6.431
H  1.484  -4.076  5.345
F  -4.586  -6.758  3.872
C  -4.773  -5.446  4.117
F  -5.263  -5.337  5.377
C  -5.763  -4.808  3.138
F  -6.987  -5.359  3.283
F  -5.879  -3.499  3.507
C  -5.383  -4.805  1.643
O  -5.944  -5.826  0.828
C  -5.292  -7.045  0.788
F  -4.100  -6.948  1.407
F  -5.036  -7.307  -0.513
C  -6.155  -8.183  1.336
F  -6.512  -7.951  2.613
F  -5.452  -9.340  1.305
H  -3.806  -4.934  4.080
H  -5.797  -3.880  1.244
H  -4.306  -4.722  1.498
H  -7.061  -8.296  0.736

* orbital gap: 7.56 eV
* highest occupied orbital energy: -7.506 eV
* SMILES string: CCCCCCCCCC[Si@](CCCCCC)(CCN(CC)C(C)=O)P(C)CC.FC(F)C(F)(F)COC(F)(F)C(F)F.FC(F)C(F)(F)COC(F)(F)C(F)F.FC(F)C(F)(F)COC(F)(F)C(F)F.FC(F)C(F)(F)COC(F)(F)C(F)F
* electronic energy: -163653.715 eV
* LUMO: 0.054 eV

Here are the Löwdin charges for atoms 1 to 99, given in e: -0.098, -0.262, -0.218, -0.203, -0.200, -0.211, -0.201, -0.210, -0.257, -0.268, 0.518, -0.263, -0.244, -0.212, -0.194, -0.252, -0.113, -0.236, -0.218, -0.065, -0.212, -0.074, -0.537, 0.015, 0.127, 0.809, -0.311, -0.463, -0.163, 0.045, 0.067, 0.066, 0.103, 0.097, 0.110, 0.089, 0.107, 0.101, 0.109, 0.092, 0.103, 0.111, 0.111, 0.112, 0.093, 0.086, 0.098, 0.099, 0.065, 0.064, 0.047, 0.052, 0.099, 0.082, 0.098, 0.100, 0.101, 0.107, 0.091, 0.100, 0.066, 0.071, 0.054, 0.073, 0.046, 0.106, 0.107, 0.106, 0.115, 0.075, 0.072, 0.072, 0.070, 0.079, 0.067, 0.004, 0.024, 0.000, 0.051, 0.038, 0.064, 0.045, 0.038, 0.086, -0.296, 0.098, -0.445, 0.135, 0.107, -0.049, 0.055, -0.533, 0.125, 0.144, -0.274, 0.098, 0.087, 0.174, 0.151

Record 4
The molecule C8H12OS, computed with wB97M-V/def2-TZVPD.

Geometry (Å):
C  -0.724  0.430  -0.345
C  -4.510  -1.474  -0.622
C  -1.725  1.506  0.097
C  0.609  1.192  -0.569
C  3.087  0.302  -0.174
C  -3.696  -0.491  -0.872
C  1.806  0.709  -0.261
C  4.210  0.444  0.765
O  -3.260  0.147  1.808
S  -3.444  0.854  0.513
H  -0.839  0.024  -1.407
H  -0.522  -0.271  0.426
H  -4.667  -2.134  -1.394
H  -4.993  -1.736  0.322
H  -1.833  2.446  -0.506
H  -1.495  2.021  1.091
H  0.532  2.298  -0.786
H  3.393  -0.130  -1.157
H  -3.439  -0.357  -1.900
H  4.018  1.287  1.460
H  4.547  -0.388  1.392
H  5.075  0.668  0.062

* orbital gap: 9.55 eV
* highest occupied orbital energy: -8.762 eV
* energy above the lowest of the compared OMol25 structures with the same formula, charge and spin: 4.230 eV
* electronic energy: -21368.519 eV
* LUMO: 0.785 eV

What are the natural (NBO) partial charges on each atom? They are as follows, in elementary charge units: -0.451, -0.368, -0.597, -0.277, -0.263, -0.392, 0.074, -0.642, -0.964, 1.200, 0.230, 0.245, 0.195, 0.217, 0.230, 0.248, 0.217, 0.211, 0.211, 0.221, 0.230, 0.223